[1]
Computed, not measured: a 2-piece molecular cluster, C4H11NO overall, with the ωB97M-V functional and the def2-TZVPD basis.

```
17
Properties=species:S:1:pos:R:3:forces:R:3
C 0.376 0.291 0.048 2.86 -0.48 0.14
H 2.473 -0.583 0.333 -0.02 0.65 0.22
C 1.439 -0.898 0.327 -2.98 0.34 -1.28
C 0.826 1.361 -0.614 -0.41 -0.05 0.04
H -1.127 -0.624 1.140 0.20 0.08 0.04
H -1.228 1.042 1.117 0.03 0.23 -0.18
C 1.001 -1.487 1.652 3.48 -0.51 0.23
H -2.873 0.327 -1.390 -0.11 0.35 -0.06
H 0.102 -2.061 1.641 -0.63 -0.19 0.06
O -2.236 0.687 -2.019 -0.27 -0.52 0.07
N -0.865 0.222 0.669 -0.21 -0.40 -0.27
H 1.388 -1.601 -0.519 -0.18 -0.06 0.32
H 1.859 -2.166 1.969 -1.25 0.64 0.08
H -1.556 0.005 -1.963 0.32 0.32 -0.14
H 1.827 1.433 -1.039 -0.33 -0.19 0.27
H 0.999 -0.594 2.276 -0.42 -0.58 0.74
H 0.161 2.196 -0.732 -0.11 0.39 -0.27
```
Positions in Å, forces in eV/Å.

Results
**LUMO level**: 0.81 eV
**E**: -7862.871 eV
**F_max**: 0.0686 Eh/bohr
**Structure (SMILES)**: C=C(N)CC.O

=====

[2]
Computed, not measured: C20H38Cl3N2O4SiTl as an isolated structure, with the ωB97M-V functional and the def2-TZVPD basis.

```
69
Properties=species:S:1:pos:R:3:forces:R:3
C -0.455 4.898 -0.172 0.34 0.47 -0.32
H 2.527 3.462 -1.875 0.54 0.08 -0.46
H 3.075 0.267 0.619 -0.20 0.25 -0.69
C -3.145 0.152 3.046 -0.07 -0.94 -0.71
H -3.344 -2.091 -1.172 0.58 0.62 -0.44
N -2.542 -0.270 -1.914 -0.45 -1.24 -0.68
H -2.825 -1.334 1.492 -0.47 -0.63 -0.16
H -1.131 1.177 -2.476 -0.16 -0.33 -0.14
C -2.566 -1.655 -1.868 0.19 0.55 -0.17
N 3.385 -4.981 1.209 -0.41 -0.28 0.97
H 0.013 -3.597 2.233 0.18 0.10 0.00
C 4.724 -4.412 1.196 0.51 0.02 -0.52
C 3.092 -6.149 0.394 0.19 -0.19 -0.15
H -4.461 4.578 0.390 0.46 -0.19 -0.33
C -3.390 4.795 0.242 -0.37 0.53 0.05
C -1.636 2.043 2.919 -0.07 -0.59 0.10
O -0.094 -2.924 1.547 0.92 0.96 0.18
H -3.042 2.713 0.812 0.78 0.47 -0.12
H 3.348 -0.513 -0.949 -0.04 0.42 0.20
H 1.222 3.219 -0.762 0.21 0.90 -0.44
C 2.454 -4.649 2.129 -0.05 -0.40 -0.48
H 0.351 5.237 0.505 -0.26 -0.41 -0.14
H -3.018 1.618 4.586 0.41 0.06 -0.99
H 0.912 3.079 -2.520 -0.34 0.30 -0.17
H 0.576 -2.195 1.738 -1.26 -1.34 -0.27
H 3.697 -6.104 -0.509 0.06 0.01 0.06
H 0.832 0.520 -3.720 0.35 -0.12 0.06
C -2.596 -0.370 1.878 0.76 1.35 0.30
C -0.320 2.426 0.656 1.11 -0.32 0.56
H -3.192 5.109 -0.789 -0.47 0.30 0.13
O -1.804 -2.392 -2.492 -0.64 0.42 0.44
C 3.097 0.456 -0.480 0.75 -0.37 1.00
O 0.164 1.490 -0.361 -0.96 -0.99 -0.20
H -3.929 -0.401 3.541 -0.06 0.00 0.23
H 5.525 -5.127 1.505 -0.80 0.40 0.04
H 3.937 1.164 -0.653 -0.50 -0.36 -0.03
Cl 3.097 -1.865 2.184 -0.31 0.33 0.15
C -3.651 0.508 -1.389 0.02 -0.02 0.09
H -4.355 0.785 -2.191 0.11 -0.16 0.16
H -4.164 -0.086 -0.627 -0.02 0.24 -0.07
Si 1.564 1.100 -1.302 0.02 1.39 -1.24
H 4.919 -4.086 0.151 0.13 -0.30 0.95
H 2.711 -3.766 2.782 0.38 0.12 -0.07
H 2.534 0.975 -3.633 -0.06 0.16 0.29
C -1.760 0.406 -2.950 0.24 0.00 0.24
H 0.025 4.644 -1.125 -0.14 0.46 0.21
Cl 3.566 -3.429 -1.450 -1.44 0.03 -0.73
H -1.136 -0.340 -3.457 -0.21 0.31 0.17
C -1.628 0.383 1.205 -0.28 -0.11 0.42
C 1.758 0.374 -3.145 -0.80 -0.19 0.85
C -1.158 1.599 1.659 -0.02 0.24 0.81
Cl 0.431 -1.336 -0.770 0.10 0.03 -0.10
H -2.414 0.921 -3.675 0.05 -0.35 0.21
H 4.699 -3.503 1.805 0.40 -0.47 -0.04
H -3.280 1.442 -0.940 -0.04 -0.41 -0.06
H -1.189 0.070 0.290 -0.17 -0.48 -0.39
C -2.647 1.323 3.577 0.49 0.64 0.72
H 3.293 -7.087 0.932 -0.09 0.23 -0.08
Tl 0.840 -3.709 -1.185 0.83 0.61 0.16
H 0.620 2.873 1.055 -0.60 -0.45 0.53
C -1.170 3.674 0.300 -0.55 -1.26 -0.07
O 1.357 -5.163 2.273 0.52 -0.02 -0.08
H -1.237 2.894 3.462 0.05 0.21 -0.47
C -2.494 3.618 0.496 -0.34 0.22 -0.03
H 2.041 -6.129 0.098 0.05 -0.11 0.14
H -3.213 5.660 0.909 0.27 -0.37 -0.29
C 1.617 2.911 -1.720 1.01 0.04 0.61
H -1.093 5.778 -0.322 -0.06 -0.38 0.04
H 2.076 -0.679 -3.221 -0.29 0.31 0.21
```
Positions in Å, forces in eV/Å.

Results
**LUMO level (alpha / beta)**: -3.95 / -3.89 eV
**E**: -82662.809 eV
**F_max**: 0.0363 Eh/bohr

=====

[3]
Computed, not measured: a 3-piece molecular cluster, C6H13P overall, with the ωB97M-V functional and the def2-TZVPD basis.

```
20
Properties=species:S:1:pos:R:3:forces:R:3
H 0.620 -1.849 0.708 -0.54 -0.08 -0.68
H 3.102 1.165 -0.704 1.11 -1.82 0.73
H -4.354 1.971 0.498 -0.59 -1.19 2.74
C -1.106 0.114 1.066 1.38 1.50 1.72
H 4.843 -1.302 0.150 1.51 -1.00 0.17
H -4.631 2.039 -1.307 -0.03 0.56 1.21
C -1.111 -0.740 -0.073 -2.24 -1.68 -2.27
H -0.736 -2.742 -0.111 0.24 -1.06 -0.09
H 4.897 0.821 -0.846 -0.06 -0.40 -0.15
C 3.928 -0.813 0.094 1.18 3.97 -2.07
H 0.402 -1.730 -1.148 -0.40 -0.80 1.55
H -1.674 1.044 0.881 0.26 -0.42 0.41
H 3.154 -1.218 0.601 -2.67 -1.21 1.13
C -0.112 -1.875 -0.133 0.68 1.55 -1.22
C 3.951 0.400 -0.508 -1.09 0.46 0.19
P -2.358 -0.505 -1.190 0.67 -0.14 0.04
C -4.178 2.459 -0.369 0.83 0.22 -4.54
H -1.456 -0.391 2.024 0.86 0.63 -1.00
H -3.190 2.837 -0.621 -0.13 0.30 0.57
H 0.009 0.317 0.988 -0.97 0.62 1.55
```
Positions in Å, forces in eV/Å.

Results
**LUMO level (alpha / beta)**: -0.46 / 0.13 eV
**E**: -15715.225 eV
**F_max**: 0.0900 Eh/bohr

=====

[4]
Computed, not measured: a 2-piece molecular cluster, CH3N3O overall, with the ωB97M-V functional and the def2-TZVPD basis.

```
8
Properties=species:S:1:pos:R:3:forces:R:3
N 0.438 -0.911 -0.531 3.19 -2.64 -1.19
C 1.506 -1.137 -1.158 -2.04 1.45 -1.15
H 0.247 -1.627 0.174 -0.28 0.63 -0.06
N -1.720 0.931 1.173 -3.59 1.03 2.72
O 2.328 -1.068 -1.988 0.02 -0.47 1.17
H -0.122 1.273 0.293 0.95 1.02 -0.10
N -0.642 0.575 0.808 0.68 -0.05 -0.10
H -2.035 1.966 1.229 1.06 -0.97 -1.29
```
Positions in Å, forces in eV/Å.

Results
**LUMO level**: 0.54 eV
**E**: -7600.509 eV
**F_max**: 0.0898 Eh/bohr
**Structure (SMILES)**: [H]/N=N\[H].N=C=O

=====

[5]
Computed, not measured: CHBr2NO2 as an isolated structure, with the ωB97M-V functional and the def2-TZVPD basis.

```
7
Properties=species:S:1:pos:R:3:forces:R:3
Br -1.146 -1.105 1.286 -0.31 0.43 0.19
N 1.418 -0.194 -0.145 0.53 2.68 -1.11
H -1.487 1.341 0.723 0.96 -0.55 -0.29
O 2.145 0.554 -0.749 -0.63 -0.28 0.40
C -0.972 0.469 0.261 -0.91 -0.54 0.04
Br -1.493 0.237 -1.542 0.17 0.28 0.14
O 1.535 -1.302 0.166 0.19 -2.01 0.63
```
Positions in Å, forces in eV/Å.

Results
**LUMO level (alpha / beta)**: -1.55 / -1.29 eV
**E**: -146717.594 eV
**F_max**: 0.0573 Eh/bohr

=====

[6]
Computed, not measured: a 2-piece molecular cluster, C5H12N overall, with the ωB97M-V functional and the def2-TZVPD basis.

```
18
Properties=species:S:1:pos:R:3:forces:R:3
N 0.885 1.630 -0.234 -1.67 -1.19 -2.41
H 1.786 -0.495 -1.506 -1.60 -1.15 0.78
C 0.745 -0.958 -1.286 0.18 3.80 -1.02
H -1.457 0.484 -1.212 -0.51 0.60 -2.08
H -3.107 0.882 0.636 -1.25 0.75 -0.45
H 0.126 -0.629 2.117 -0.48 -0.09 0.04
H 0.232 2.402 -0.371 -0.16 -0.39 0.01
H -1.902 0.028 1.791 -0.68 0.84 -1.56
H 1.545 -0.944 1.245 1.24 -0.02 0.00
C -2.177 0.427 0.751 4.24 -2.84 0.33
C -1.256 0.149 -0.258 -1.94 0.09 3.73
H 1.251 1.357 -1.163 0.01 0.80 0.90
H 0.072 -0.592 -2.086 0.73 -1.04 -0.30
C 0.495 -1.088 1.210 -0.33 0.36 -0.11
H 0.361 -2.188 1.220 -0.29 0.57 -0.16
H 1.573 1.984 0.336 2.35 0.71 1.57
C 0.036 -0.472 -0.075 -0.14 0.50 1.22
H 0.794 -1.977 -1.117 0.32 -2.32 -0.51
```
Positions in Å, forces in eV/Å.

Results
**LUMO level**: -5.52 eV
**E**: -6860.751 eV
**F_max**: 0.0994 Eh/bohr
**Total charge**: +1

=====

Which value of E does entry 5 give? -146717.594 eV

=====

Look up the E of the third one. -15715.225 eV

=====

The lowest F_max belongs to which entry? C20H38Cl3N2O4SiTl

=====

Which of these has the highest F_max? C5H12N